1 | Computed, not measured: a 3-piece molecular cluster, C5H11NO overall, with wB97M-V/def2-TZVPD.

Its spin multiplicity is 2. Its LUMO energy (spin up / spin down) is 4.0 / 3.7 eV. As for the net charge: -1. As for the expectation value of S²: 0.752. As for the HOMO energy (spin up / spin down): -3.489 / -3.476 eV.

```
18
C5H11NO, DFT wB97M-V/def2-TZVPD
O -1.697 0.370 1.693
C -1.581 -0.757 1.146
N -1.941 -1.092 -0.071
C 0.917 1.246 -1.395
C 0.586 1.267 0.100
C 1.723 0.366 -0.432
C 1.562 -1.081 -1.019
H -1.190 -1.613 1.765
H -2.075 -2.100 -0.101
H 0.247 0.787 -2.121
H 1.483 2.013 -1.930
H -0.427 1.031 0.491
H 1.069 2.147 0.592
H 1.129 -0.512 1.279
H 2.718 0.781 -0.299
H 0.591 -1.480 -0.691
H 2.197 -1.811 -0.461
H 1.909 -1.000 -2.040
```

2 | Computed, not measured: an isolated ion of composition C5H11NO and charge -1, with wB97M-V/def2-TZVPD.

Its spin multiplicity is 2. Its LUMO energy (spin up / spin down) is 4.2 / 4.1 eV. As for the net charge: -1. As for the expectation value of S²: 0.754. As for the HOMO energy (spin up / spin down): 0.318 / -2.774 eV.

```
18
C5H11NO, DFT wB97M-V/def2-TZVPD
C -1.575 1.042 1.128
C -0.139 0.717 1.578
N 0.605 0.126 0.517
C 1.628 -0.364 -1.642
C 0.318 -0.251 -0.893
C -0.487 -1.552 -0.892
O -1.769 -1.539 -0.787
H -2.070 0.148 0.734
H -1.562 1.799 0.345
H -2.137 1.340 2.018
H -0.186 0.087 2.475
H 0.255 1.703 1.862
H 1.508 -0.235 0.793
H 1.993 0.640 -1.897
H 2.363 -0.878 -1.017
H 1.492 -0.911 -2.570
H -0.337 0.524 -1.301
H 0.099 -2.393 -0.450
```

Order of stability, best first: 2, 1

1 | Computed, not measured: an isolated molecule of C6H10BrF, with wB97M-V/def2-TZVPD.

Its LUMO energy is 0.9 eV. As for the HOMO energy: -9.396 eV.

```
18
C6H10BrF, DFT wB97M-V/def2-TZVPD
C 0.483 0.783 1.610
C 0.461 -0.383 0.614
F 0.726 -1.448 1.371
C 1.512 -0.333 -0.543
C 0.464 -0.676 -1.696
C -0.776 -0.525 -0.310
C -1.818 0.608 -0.306
Br -1.691 -2.277 0.007
H -0.503 0.764 2.097
H 0.917 1.746 1.296
H 1.161 0.524 2.461
H 2.230 -1.090 -0.338
H 1.752 0.708 -0.728
H 0.328 0.173 -2.424
H 0.597 -1.676 -2.139
H -2.074 0.965 0.727
H -2.572 0.606 -1.071
H -1.197 1.532 -0.627
```

2 | Computed, not measured: a 2-piece molecular cluster, C6H10BrF overall, with wB97M-V/def2-TZVPD.

Its LUMO energy is 1.0 eV. As for the HOMO energy: -9.539 eV.

```
18
C6H10BrF, DFT wB97M-V/def2-TZVPD
C -0.314 0.829 0.698
C 0.638 0.843 -0.249
C 1.778 -0.147 -0.244
C 3.087 0.589 0.139
F 1.464 -1.215 0.614
H -1.198 1.338 0.433
H -0.383 0.126 1.568
H 0.530 1.552 -1.017
H 1.838 -0.665 -1.214
H 2.900 1.321 -0.633
H 4.042 -0.055 0.048
H 3.082 0.921 1.195
C -3.367 -0.333 -0.433
C -2.543 -1.331 -0.363
Br -2.469 -2.473 1.139
H -3.921 -0.049 0.504
H -3.236 0.491 -1.156
H -1.928 -1.741 -1.029
```

Order of stability, best first: 1, 2

1 | Computed, not measured: a 3-piece molecular cluster, C2H10NO2S overall, with wB97M-V/def2-TZVPD.

Its LUMO energy is 3.8 eV. As for the net charge: -1. As for the HOMO energy: -3.263 eV.

```
16
C2H10NO2S, DFT wB97M-V/def2-TZVPD
C 1.420 -0.044 -0.224
C 0.373 1.134 -0.357
S -1.281 0.816 0.331
N 0.834 -1.262 -0.538
H 1.977 -0.134 0.826
H 2.176 0.218 -1.026
H 0.230 1.397 -1.427
H 1.112 1.935 -0.391
H 0.138 -0.968 -1.186
H 0.192 -1.382 0.286
H 2.607 -2.254 -1.142
H 3.637 -1.235 -0.732
O 3.539 -2.069 -1.303
H -3.030 1.211 1.072
H -3.774 -0.040 1.620
O -3.711 0.880 1.810
```

2 | Computed, not measured: a 3-piece molecular cluster, C2H10NO2S overall, with wB97M-V/def2-TZVPD.

Its LUMO energy is 3.5 eV. As for the net charge: -1. As for the HOMO energy: -3.009 eV.

```
16
C2H10NO2S, DFT wB97M-V/def2-TZVPD
C 1.892 -0.145 0.993
C 1.326 -1.536 1.204
S -0.279 -1.826 0.373
N 0.924 0.830 1.397
H 2.025 0.046 -0.103
H 2.988 0.003 1.276
H 1.467 -1.790 2.203
H 2.137 -2.119 0.686
H 0.832 0.924 2.401
H -0.057 0.319 1.005
H -1.859 2.071 0.026
H -2.581 0.956 0.731
O -2.766 1.832 0.340
H -1.517 -0.035 -4.774
H -2.315 0.067 -3.399
O -2.217 0.402 -4.357
```

Order of stability, best first: 2, 1

1 | Computed, not measured: an isolated molecule of C2H3NS3, with wB97M-V/def2-TZVPD.

Its LUMO energy is -2.0 eV. As for the HOMO energy: -8.553 eV.

```
9
C2H3NS3, DFT wB97M-V/def2-TZVPD
N 0.823 0.438 -1.118
C 0.476 0.157 0.165
S 1.048 0.758 1.538
C -0.647 -0.653 0.195
S -1.287 -1.301 -1.258
S -1.542 -0.885 1.615
H 0.322 0.163 -1.903
H 1.783 0.909 -1.479
H -0.977 0.413 2.245
```

2 | Computed, not measured: an isolated molecule of C2H3NS3, with wB97M-V/def2-TZVPD.

Its LUMO energy is -0.8 eV. As for the HOMO energy: -8.879 eV.

```
9
C2H3NS3, DFT wB97M-V/def2-TZVPD
S 3.083 -0.868 -0.003
C 1.884 0.229 -0.006
N 0.564 -0.075 0.003
S -0.662 1.106 -0.005
C -2.062 0.125 -0.001
S -2.169 -1.500 -0.005
H 2.053 1.276 -0.002
H 0.268 -1.033 0.009
H -2.961 0.739 0.009
```

Order of stability, best first: 2, 1

1 | Computed, not measured: an isolated molecule of C3H4FI, with wB97M-V/def2-TZVPD.

Its LUMO energy is 0.4 eV. As for the HOMO energy: -8.935 eV.

```
9
C3H4FI, DFT wB97M-V/def2-TZVPD
F -0.221 -2.055 -0.344
C 0.443 -0.992 0.143
C -0.240 0.334 0.416
C 0.186 0.273 -1.009
I 1.814 1.586 -1.636
H 1.387 -1.055 0.526
H -1.217 0.190 0.829
H 0.318 0.898 0.989
H -0.385 -0.013 -1.801
```

2 | Computed, not measured: C3H4FI as an isolated structure, with wB97M-V/def2-TZVPD.

Its LUMO energy is -0.3 eV. As for the HOMO energy: -8.361 eV.

```
9
C3H4FI, DFT wB97M-V/def2-TZVPD
C 0.601 1.571 0.105
C -0.354 -1.141 -1.080
C -0.716 -1.708 -0.014
F 0.997 1.455 1.350
I 1.698 0.423 -1.256
H 0.406 2.732 -0.116
H -0.587 0.896 0.136
H -0.737 -1.637 1.135
H -1.309 -2.590 -0.260
```

Order of stability, best first: 1, 2

1 | Computed, not measured: an isolated molecule of C7H11N3O, with wB97M-V/def2-TZVPD.

Its LUMO energy is 0.7 eV. As for the HOMO energy: -8.421 eV.

```
22
C7H11N3O, DFT wB97M-V/def2-TZVPD
C 2.214 -0.404 1.253
C 1.203 -0.662 0.041
C 1.943 -0.538 -1.286
C 0.060 0.263 -0.066
N 0.316 1.581 -0.144
C -0.937 2.263 -0.192
N -1.958 1.414 -0.112
C -1.416 0.179 -0.009
C -2.343 -1.040 0.148
N -3.630 -0.649 0.071
O -2.048 -2.188 0.363
H 2.776 0.577 1.101
H 2.879 -1.347 1.296
H 1.769 -0.462 2.152
H 0.984 -1.727 0.366
H 2.234 0.563 -1.603
H 1.217 -0.917 -2.076
H 2.674 -1.256 -1.247
H 1.274 1.945 0.051
H -1.096 3.311 -0.207
H -3.657 0.290 0.143
H -4.457 -1.196 -0.042
```

2 | Computed, not measured: an isolated molecule of C7H11N3O, with wB97M-V/def2-TZVPD.

Its LUMO energy is 0.7 eV. As for the HOMO energy: -8.989 eV.

```
22
C7H11N3O, DFT wB97M-V/def2-TZVPD
C 0.024 -1.210 2.762
C -0.209 -0.740 1.316
N -1.338 -0.963 0.671
N -1.173 -0.514 -0.553
C -2.292 -0.584 -1.484
C 0.057 -0.014 -0.790
C 0.557 0.665 -2.049
C 0.655 -0.050 0.448
C 1.980 0.456 0.791
N 2.443 1.655 0.616
O 1.655 2.544 -0.062
H -0.953 -1.607 3.108
H 0.788 -1.960 2.838
H 0.272 -0.401 3.410
H -2.873 0.341 -1.613
H -3.037 -1.302 -1.061
H -1.978 -0.821 -2.517
H -0.160 1.501 -2.253
H 1.541 1.012 -1.838
H 0.601 0.019 -2.931
H 2.693 -0.156 1.403
H 0.746 2.129 -0.212
```

Order of stability, best first: 1, 2